No. 1
{"formula": "C15H22B2F16O3", "method": "ωB97M-V with the def2-TZVPD basis set", "symbols": ["F", "C", "F", "C", "F", "F", "C", "O", "C", "F", "F", "C", "F", "F", "H", "H", "H", "H", "F", "C", "F", "C", "F", "F", "C", "O", "C", "F", "F", "C", "F", "F", "H", "H", "H", "H", "C", "C", "C", "B", "B", "O", "C", "C", "H", "H", "H", "H", "H", "H", "H", "H", "H", "H", "H", "H", "H", "H"], "xyz": [[-2.701097, -1.542174, 3.594758], [-2.526417, -1.098547, 2.334937], [-1.332187, -0.472759, 2.267887], [-3.629994, -0.107049, 1.953404], [-3.552790, 0.989615, 2.729541], [-3.335686, 0.260442, 0.667456], [-5.071135, -0.631350, 1.907907], [-5.868529, -0.368196, 3.045466], [-5.976538, -1.254505, 4.078133], [-5.291836, -2.387576, 3.858444], [-7.283086, -1.592590, 4.199064], [-5.572113, -0.605099, 5.409390], [-4.290484, -0.198304, 5.356694], [-5.691853, -1.522744, 6.392923], [-2.518657, -1.947332, 1.646214], [-5.542964, -0.063056, 1.107686], [-5.095117, -1.684216, 1.626692], [-6.220016, 0.247073, 5.620749], [4.405035, -3.529464, -3.990046], [4.127727, -3.404782, -5.301687], [5.256045, -3.023500, -5.938127], [3.051123, -2.338022, -5.532360], [3.512474, -1.132569, -5.152430], [2.873263, -2.316706, -6.888942], [1.657652, -2.590911, -4.942061], [1.371217, -1.952125, -3.713570], [1.579845, -2.562371, -2.508641], [2.022189, -3.823345, -2.640963], [0.387501, -2.623307, -1.866188], [2.508151, -1.726267, -1.619285], [3.711021, -1.569824, -2.213243], [2.688689, -2.379525, -0.453747], [3.805264, -4.370066, -5.700015], [0.973148, -2.131721, -5.653778], [1.436286, -3.657773, -4.909028], [2.071946, -0.746585, -1.425792], [-0.663742, 2.810805, 1.342517], [-0.480337, 3.608833, 0.047860], [0.053897, 2.731129, -1.114981], [1.625139, 2.677642, -1.083341], [2.606365, 2.122078, 0.176708], [3.195881, 0.854401, 0.035325], [2.924422, 2.959874, 1.473605], [4.248241, 2.610065, 2.183401], [-1.656212, 2.357192, 1.351306], [0.062661, 2.002193, 1.439086], [-0.602428, 3.455047, 2.222101], [-1.450204, 4.009280, -0.258542], [0.169101, 4.476426, 0.206366], [-0.292342, 3.133907, -2.070592], [-0.383151, 1.729224, -1.008664], [2.199886, 3.093154, -2.058451], [3.781118, 0.825893, -0.725078], [2.894688, 4.022367, 1.197620], [2.093128, 2.847126, 2.181595], [4.070031, 1.892633, 2.986155], [4.705660, 3.494938, 2.627498], [4.960121, 2.143022, 1.501065]], "forces_ev_per_a": [[-0.02, 0.00, 0.04], [0.02, -0.06, -0.06], [0.02, 0.04, 0.01], [-0.03, 0.02, 0.08], [0.01, 0.02, 0.00], [0.01, 0.02, -0.02], [-0.30, -0.10, -0.27], [0.36, 0.20, 0.24], [-0.19, 0.01, -0.10], [0.08, -0.06, 0.01], [-0.02, -0.07, -0.02], [-0.06, 0.02, 0.00], [0.03, 0.00, -0.01], [0.00, -0.01, 0.02], [-0.01, -0.02, 0.01], [-0.01, -0.02, 0.01], [0.10, -0.01, 0.06], [0.00, 0.01, 0.00], [-0.01, 0.01, 0.07], [-0.03, -0.01, -0.07], [0.03, 0.00, 0.00], [0.02, 0.04, 0.08], [0.01, 0.02, 0.00], [0.00, 0.00, -0.03], [-0.38, -0.10, -0.10], [0.44, 0.17, 0.04], [-0.17, 0.04, -0.12], [0.07, -0.06, -0.01], [-0.04, -0.07, 0.02], [-0.10, 0.01, 0.11], [0.02, 0.01, -0.03], [0.02, -0.02, 0.01], [-0.01, -0.01, 0.01], [-0.01, -0.02, 0.02], [0.11, -0.01, 0.03], [-0.04, -0.01, 0.03], [-0.23, 0.19, -0.07], [-0.04, -0.21, -0.05], [0.04, 0.16, -0.16], [0.08, -0.02, -0.01], [-0.23, -0.06, 0.04], [0.32, 0.48, 0.31], [0.11, -0.04, 0.12], [-0.23, -0.06, 0.03], [0.09, -0.10, 0.00], [0.04, 0.09, 0.04], [0.07, -0.09, 0.01], [0.08, 0.10, 0.07], [0.00, -0.07, 0.02], [-0.07, -0.08, 0.06], [0.03, 0.03, 0.00], [0.01, 0.01, 0.01], [-0.16, -0.33, -0.35], [0.02, -0.05, 0.02], [-0.03, 0.04, -0.10], [0.07, 0.00, -0.05], [0.03, -0.06, -0.01], [0.05, 0.11, 0.03]], "lumo_energy_ev": 0.38, "mol_weight_g_mol": 575.930, "total_energy_ev": -66886.8498, "fmax_ev_per_a": 0.7, "smiles": "FC(F)C(F)(F)COC(F)(F)C(F)F.FC(F)C(F)(F)COC(F)(F)C(F)F.CCCBB(O)CC", "orbital_gap_ev": 9.54}


No. 2
{"formula": "C19H27ClN2O5S", "method": "ωB97M-V with the def2-TZVPD basis set", "symbols": ["C", "C", "O", "C", "C", "C", "C", "Cl", "C", "C", "S", "O", "O", "N", "C", "C", "C", "C", "O", "N", "C", "C", "C", "C", "C", "O", "C", "C", "H", "H", "H", "H", "H", "H", "H", "H", "H", "H", "H", "H", "H", "H", "H", "H", "H", "H", "H", "H", "H", "H", "H", "H", "H", "H", "H"], "xyz": [[-4.296665, -3.410227, 0.525116], [-4.066334, -2.835439, -0.868428], [-3.082694, -1.813024, -0.868655], [-3.380088, -0.582354, -0.421714], [-4.639627, -0.119435, -0.035560], [-4.807258, 1.185596, 0.393182], [-3.725841, 2.050993, 0.449312], [-3.945073, 3.671375, 0.993814], [-2.466183, 1.611676, 0.069592], [-2.308894, 0.312450, -0.357900], [-0.689091, -0.279125, -0.844741], [-0.726964, -0.795252, -2.177148], [0.247127, 0.786087, -0.583067], [-0.507726, -1.554188, 0.226843], [-0.075135, -1.156838, 1.548728], [1.422075, -0.850478, 1.599848], [2.242835, -2.003179, 1.004350], [3.712206, -1.575465, 0.999219], [4.508523, -1.988165, 1.819082], [4.029681, -0.675466, 0.053189], [5.315109, -0.030961, -0.038756], [5.116681, 1.463288, -0.305668], [4.225421, 2.172705, 0.739815], [3.046677, 2.716023, -0.077778], [3.614116, 2.718815, -1.497962], [4.462491, 1.593473, -1.560271], [1.712109, -2.394234, -0.378170], [0.216095, -2.693961, -0.295705], [-4.694508, -2.655605, 1.199221], [-4.997664, -4.238285, 0.469172], [-3.354639, -3.769777, 0.930394], [-3.649512, -3.603040, -1.524911], [-5.003096, -2.474936, -1.308782], [-5.502498, -0.764814, -0.069277], [-5.785852, 1.531793, 0.687060], [-1.602055, 2.256268, 0.096438], [-0.326013, -1.970688, 2.237179], [-0.653186, -0.272332, 1.825822], [1.726913, -0.675504, 2.633243], [1.597442, 0.058515, 1.025437], [2.169445, -2.870749, 1.669930], [3.341404, -0.332676, -0.599889], [5.894487, -0.458464, -0.864949], [5.849944, -0.199547, 0.898240], [6.105032, 1.945885, -0.359944], [3.903231, 1.476823, 1.512288], [4.776958, 2.982595, 1.215951], [2.737616, 3.708718, 0.240944], [2.183686, 2.051300, -0.034698], [2.853499, 2.604536, -2.270121], [4.192085, 3.636484, -1.686334], [1.832649, -1.577465, -1.092381], [2.252002, -3.265269, -0.752863], [0.020121, -3.547444, 0.360677], [-0.194829, -2.894798, -1.284994]], "forces_ev_per_a": [[0.14, 0.26, -0.30], [-0.24, -0.32, 0.16], [-0.22, 0.06, -0.07], [-0.16, 0.11, 0.05], [0.11, -0.29, -0.13], [0.23, 0.14, 0.00], [0.07, -0.32, -0.13], [-0.03, 0.28, 0.09], [-0.08, 0.14, 0.05], [0.57, -0.46, -0.17], [-0.44, 0.05, 0.33], [-0.09, -0.29, -0.01], [-0.22, 0.04, 0.17], [-0.20, 0.74, -0.68], [0.27, 0.46, 0.44], [-0.16, -0.15, 0.11], [0.16, 0.17, 0.02], [-0.57, -0.34, 0.02], [0.25, -0.13, 0.31], [0.06, 0.39, -0.46], [0.19, 0.31, -0.15], [0.35, -0.26, 0.40], [0.07, 0.04, -0.14], [0.09, -0.06, -0.20], [-0.24, 0.36, 0.06], [-0.01, -0.32, -0.04], [-0.15, -0.19, 0.21], [0.27, -0.19, -0.60], [-0.06, 0.02, 0.09], [-0.09, -0.09, 0.02], [0.07, -0.06, 0.06], [-0.12, 0.12, 0.03], [0.12, -0.01, -0.03], [-0.04, -0.10, -0.01], [-0.08, 0.04, 0.03], [0.04, 0.13, 0.05], [-0.07, 0.07, -0.04], [0.01, -0.07, 0.24], [0.03, 0.02, 0.01], [0.07, -0.02, 0.13], [0.12, 0.07, -0.06], [-0.07, -0.16, 0.07], [0.05, 0.02, 0.13], [-0.01, 0.04, -0.12], [-0.13, -0.08, 0.00], [0.00, 0.00, 0.07], [0.01, -0.02, 0.03], [-0.07, 0.04, 0.03], [0.04, 0.03, 0.03], [0.04, 0.07, 0.00], [-0.07, -0.06, -0.02], [0.09, -0.05, -0.09], [0.04, 0.03, -0.07], [-0.05, 0.05, -0.01], [0.08, -0.24, 0.07]], "lumo_energy_ev": 0.47, "mol_weight_g_mol": 430.954, "total_energy_ev": -56716.6790, "relative_energy_kcal_mol": 1.8, "fmax_ev_per_a": 1.0, "smiles": "CCOc1ccc(Cl)cc1S(=O)(=O)N1CCC(C(=O)NC[C@@H]2CCCO2)CC1", "orbital_gap_ev": 9.43}


No. 3
{"formula": "C5H3NO", "method": "ωB97M-V with the def2-TZVPD basis set", "symbols": ["C", "C", "C", "C", "N", "O", "C", "H", "H", "H"], "xyz": [[2.524104, 0.164709, 0.372085], [1.345550, 0.140456, 0.130850], [-0.059573, 0.050467, -0.066007], [-0.817055, -1.095033, -0.453926], [-2.100363, -0.878862, -0.378402], [-2.233566, 0.428225, 0.046141], [-1.024977, 0.965848, 0.212986], [3.562599, 0.174949, 0.615242], [-0.441397, -2.048652, -0.800618], [-0.983667, 2.003553, 0.514664]], "forces_ev_per_a": [[-0.37, -0.01, -0.07], [0.49, 0.04, 0.07], [-0.12, 0.02, 0.11], [-0.22, -0.03, -0.01], [0.39, -0.11, -0.15], [0.02, 0.20, -0.07], [0.09, 0.00, 0.03], [-0.12, 0.03, -0.10], [-0.11, 0.07, 0.14], [-0.04, -0.20, 0.05]], "lumo_energy_ev": 0.92, "mol_weight_g_mol": 93.085, "total_energy_ev": -8767.6319, "relative_energy_kcal_mol": 54.8, "fmax_ev_per_a": 0.5, "smiles": "C#Cc1cnoc1", "orbital_gap_ev": 10.41}